Run w
Formula: C20H44BKN3O3PSi2Te
Source: the Open Molecules 2025 dataset
Level of theory: ωB97M-V/def2-TZVPD

Computed properties:
lowest unoccupied orbital energy: -0.02 eV
gap between HOMO and LUMO: 6.27 eV

Structure (ORCA input):
```
! wB97M-V def2-TZVPD RIJCOSX def2/J DEFGRID3
* xyz 0 1
K 1.254 0.145 -1.417
O 3.810 1.307 0.440
B 2.505 1.916 0.582
O 2.551 2.571 1.865
C 3.774 2.348 2.425
C 4.255 2.760 3.648
C 5.556 2.376 3.982
C 6.329 1.619 3.110
C 5.831 1.211 1.871
C 4.542 1.585 1.558
H 3.649 3.357 4.317
H 5.971 2.680 4.934
H 7.337 1.345 3.393
H 6.433 0.634 1.180
C -2.859 2.981 -3.526
Si -3.684 3.774 -2.036
C -3.233 5.589 -1.952
C -5.543 3.584 -2.192
C -3.092 2.922 -0.472
Te -0.939 2.764 -0.434
C -0.780 2.755 1.699
Si -0.663 4.472 2.451
C -2.293 5.375 2.204
C 0.714 5.463 1.671
C -0.327 4.248 4.285
H -3.229 3.418 -4.456
H -3.055 1.907 -3.560
H -1.776 3.128 -3.504
H -3.526 6.113 -2.865
H -2.157 5.716 -1.819
H -3.735 6.078 -1.114
H -5.919 4.084 -3.087
H -6.053 4.017 -1.329
H -5.827 2.531 -2.253
H -3.519 1.924 -0.365
H -3.387 3.511 0.398
H 0.143 2.214 1.903
H -1.624 2.182 2.087
H -2.477 5.561 1.143
H -2.274 6.344 2.708
H -3.138 4.808 2.602
H 0.511 5.663 0.618
H 1.658 4.920 1.735
H 0.826 6.421 2.183
H -1.120 3.674 4.770
H -0.244 5.207 4.800
H 0.612 3.707 4.424
C 3.768 -3.284 2.676
N 3.398 -2.770 1.373
C 4.500 -2.194 0.619
P 1.826 -2.575 0.920
O 1.747 -2.242 -0.530
N 1.167 -1.473 1.957
C -0.246 -1.143 1.855
C 1.921 -0.629 2.871
N 0.945 -3.949 1.216
C 1.053 -5.043 0.263
C 0.488 -4.356 2.531
H 4.307 -2.527 3.256
H 4.415 -4.161 2.578
H 2.886 -3.572 3.245
H 4.952 -1.362 1.166
H 4.138 -1.829 -0.337
H 5.268 -2.952 0.440
H -0.738 -1.815 1.154
H -0.377 -0.112 1.508
H -0.740 -1.240 2.827
H 2.989 -0.690 2.672
H 1.735 -0.916 3.912
H 1.628 0.414 2.738
H 1.319 -4.649 -0.714
H 0.091 -5.555 0.184
H 1.807 -5.777 0.571
H 0.437 -3.498 3.197
H 1.146 -5.111 2.979
H -0.512 -4.791 2.454
*
```

Run x
Formula: C20H44BKN3O3PSi2Te
Source: the Open Molecules 2025 dataset
Level of theory: ωB97M-V/def2-TZVPD

Computed properties:
lowest unoccupied orbital energy: 0.14 eV
gap between HOMO and LUMO: 6.25 eV

Structure (ORCA input):
```
! wB97M-V def2-TZVPD RIJCOSX def2/J DEFGRID3
* xyz 0 1
K 1.837 0.525 -0.788
O 1.705 -1.367 1.815
B 1.038 -0.085 1.603
O 0.050 -0.026 2.648
C 0.137 -1.160 3.408
C -0.605 -1.518 4.510
C -0.306 -2.746 5.110
C 0.706 -3.560 4.614
C 1.453 -3.176 3.494
C 1.138 -1.970 2.912
H -1.383 -0.869 4.893
H -0.867 -3.062 5.980
H 0.924 -4.501 5.102
H 2.253 -3.795 3.108
C 0.419 5.690 -1.744
Si -1.358 5.867 -1.219
C -1.441 6.495 0.526
C -2.226 7.062 -2.349
C -2.188 4.199 -1.339
Te -1.200 2.713 -0.166
C -2.885 1.391 -0.101
Si -4.025 1.679 1.358
C -4.584 3.452 1.412
C -3.148 1.234 2.927
C -5.519 0.586 1.154
H 0.936 6.653 -1.698
H 0.492 5.314 -2.769
H 0.957 4.995 -1.092
H -0.943 7.466 0.609
H -0.960 5.802 1.220
H -2.480 6.622 0.846
H -1.765 8.053 -2.289
H -3.280 7.165 -2.074
H -2.179 6.732 -3.390
H -2.212 3.839 -2.370
H -3.213 4.262 -0.966
H -2.474 0.378 -0.071
H -3.384 1.519 -1.065
H -3.728 4.129 1.486
H -5.214 3.614 2.292
H -5.170 3.724 0.528
H -2.242 1.829 3.066
H -2.843 0.184 2.915
H -3.805 1.392 3.789
H -6.085 0.840 0.252
H -6.189 0.695 2.013
H -5.230 -0.467 1.087
C 4.345 -4.319 -0.686
N 3.857 -2.949 -0.731
C 4.820 -1.971 -0.239
P 2.704 -2.544 -1.838
O 2.714 -1.076 -2.129
N 1.289 -3.075 -1.209
C 0.066 -2.859 -1.975
C 1.130 -3.909 -0.029
N 2.892 -3.385 -3.251
C 3.948 -2.973 -4.168
C 2.480 -4.771 -3.401
H 4.594 -4.586 0.343
H 5.241 -4.453 -1.303
H 3.586 -5.019 -1.028
H 5.085 -2.219 0.791
H 4.393 -0.974 -0.241
H 5.732 -1.963 -0.845
H 0.264 -2.248 -2.854
H -0.672 -2.345 -1.355
H -0.366 -3.809 -2.310
H 2.008 -3.840 0.604
H 0.946 -4.957 -0.297
H 0.285 -3.547 0.558
H 4.197 -1.927 -4.005
H 3.608 -3.083 -5.201
H 4.850 -3.583 -4.042
H 1.718 -5.023 -2.665
H 3.320 -5.466 -3.284
H 2.053 -4.930 -4.394
*
```

Ranked by calculated energy, most stable first: run w, run x.

Run w
Formula: C3H8N2S
Source: the Open Molecules 2025 dataset
Level of theory: ωB97M-V/def2-TZVPD

Computed properties:
lowest unoccupied orbital energy: 0.05 eV
gap between HOMO and LUMO: 8.39 eV

Structure (ORCA input):
```
! wB97M-V def2-TZVPD RIJCOSX def2/J DEFGRID3
* xyz 0 1
C -0.638 -1.465 -1.896
C -0.322 0.227 0.141
C 0.976 0.774 0.867
H 0.122 -2.158 -2.496
H -0.927 -0.752 -2.488
H -1.475 -1.849 -1.371
H 0.878 -1.465 -0.420
H -1.206 0.008 0.696
H -0.425 0.818 -0.764
H 1.948 0.549 0.209
H 0.224 2.185 4.027
N 0.174 -0.783 -0.728
N 1.009 1.629 1.862
S -0.340 2.283 2.360
*
```

Run x
Formula: C3H8N2S
Source: the Open Molecules 2025 dataset
Level of theory: ωB97M-V/def2-TZVPD

Computed properties:
SMILES: CN1CCNS1
lowest unoccupied orbital energy: 0.95 eV
gap between HOMO and LUMO: 8.35 eV

Structure (ORCA input):
```
! wB97M-V def2-TZVPD RIJCOSX def2/J DEFGRID3
* xyz 0 1
C -1.874 0.483 0.670
N -0.378 0.681 0.583
C 0.519 -0.484 0.594
C 1.028 -0.770 -0.869
N 1.296 0.597 -1.339
S 0.252 1.750 -0.600
H -2.373 1.429 0.602
H -2.306 -0.108 -0.055
H -2.066 -0.069 1.598
H 0.050 -1.328 0.943
H 1.312 -0.330 1.276
H 1.963 -1.327 -0.873
H 0.282 -1.389 -1.494
H 2.295 0.864 -1.036
*
```

Ranked by calculated energy, most stable first: run x, run w.

Run w
Formula: CH4O2S
Source: the Open Molecules 2025 dataset
Level of theory: ωB97M-V/def2-TZVPD

Computed properties:
SMILES: O=CO.S
lowest unoccupied orbital energy: 0.54 eV
gap between HOMO and LUMO: 10.06 eV

Structure (ORCA input):
```
! wB97M-V def2-TZVPD RIJCOSX def2/J DEFGRID3
* xyz 0 1
O -0.854 -0.294 -0.054
C -1.410 0.300 0.797
O -0.765 1.357 1.308
H -2.494 0.190 1.092
H 0.226 1.492 1.080
S 2.217 -1.303 -1.808
H 2.112 -0.815 -0.571
H 0.968 -0.927 -1.843
*
```

Run x
Formula: CH4O2S
Source: the Open Molecules 2025 dataset
Level of theory: ωB97M-V/def2-TZVPD

Computed properties:
SMILES: O=CO.S
lowest unoccupied orbital energy: 0.69 eV
gap between HOMO and LUMO: 10.46 eV

Structure (ORCA input):
```
! wB97M-V def2-TZVPD RIJCOSX def2/J DEFGRID3
* xyz 0 1
O 0.916 0.729 -2.350
C 0.942 1.488 -1.335
O 1.862 1.461 -0.364
H -0.062 2.184 -1.145
H 2.628 1.152 -0.842
S -2.132 -2.407 1.372
H -2.465 -3.171 2.428
H -1.689 -1.436 2.236
*
```

Ranked by calculated energy, most stable first: run w, run x.

Run w
Formula: Cl3HO3Si
Source: the Open Molecules 2025 dataset
Level of theory: ωB97M-V/def2-TZVPD

Computed properties:
lowest unoccupied orbital energy: -1.61 eV
gap between HOMO and LUMO: 8.42 eV

Structure (ORCA input):
```
! wB97M-V def2-TZVPD RIJCOSX def2/J DEFGRID3
* xyz 0 1
O -1.103 0.303 1.406
O 0.588 -0.065 -2.724
O 1.122 -1.234 2.120
Si -0.297 -1.039 1.661
Cl 2.476 -0.824 -0.506
Cl 1.797 -0.911 -2.489
Cl -1.387 -2.540 1.007
H -1.308 1.194 1.037
*
```

Run x
Formula: Cl3HO3Si
Source: the Open Molecules 2025 dataset
Level of theory: ωB97M-V/def2-TZVPD

Computed properties:
lowest unoccupied orbital energy (spin up / spin down): -2.02 / -3.48 eV
gap between HOMO and LUMO (spin up / spin down): 8.16 / 6.61 eV

Structure (ORCA input):
```
! wB97M-V def2-TZVPD RIJCOSX def2/J DEFGRID3
* xyz 0 1
O 1.046 -0.811 1.429
O 0.838 2.395 -0.499
O -0.917 -0.282 -0.606
Si 0.517 -0.442 0.057
Cl 0.137 -2.561 2.665
Cl -0.094 2.873 -1.695
Cl -2.587 -0.424 -0.189
H 1.060 -0.747 -1.162
*
```

Ranked by calculated energy, most stable first: run w, run x.

Run w
Formula: C16H18N2O3S
Source: the Open Molecules 2025 dataset
Level of theory: ωB97M-V/def2-TZVPD

Computed properties:
SMILES: COc1ccc(Cc2nc(C(=O)N3CCOCC3)cs2)cc1
lowest unoccupied orbital energy: 0.55 eV
gap between HOMO and LUMO: 9.07 eV

Structure (ORCA input):
```
! wB97M-V def2-TZVPD RIJCOSX def2/J DEFGRID3
* xyz 0 1
C -4.960 -2.530 -1.247
O -5.098 -1.138 -1.092
C -4.151 -0.464 -0.385
C -4.345 0.914 -0.268
C -3.445 1.691 0.428
C -2.334 1.116 1.034
C -1.317 1.969 1.756
C -0.221 2.272 0.798
N 0.812 1.536 0.619
C 1.617 1.997 -0.378
C 2.904 1.381 -0.775
O 3.716 2.023 -1.426
N 3.148 0.103 -0.407
C 2.258 -0.761 0.341
C 2.690 -2.214 0.152
O 4.000 -2.462 0.617
C 4.881 -1.366 0.440
C 4.454 -0.459 -0.705
C 1.165 3.139 -0.979
S -0.315 3.648 -0.291
C -2.139 -0.250 0.909
C -3.035 -1.041 0.210
H -4.042 -2.786 -1.784
H -5.820 -2.847 -1.835
H -4.973 -3.045 -0.281
H -5.213 1.350 -0.737
H -3.607 2.756 0.504
H -1.776 2.895 2.103
H -0.901 1.423 2.604
H 1.233 -0.638 -0.014
H 2.282 -0.503 1.406
H 2.036 -2.877 0.724
H 2.611 -2.482 -0.912
H 4.927 -0.780 1.370
H 5.870 -1.788 0.247
H 4.422 -1.025 -1.644
H 5.154 0.370 -0.831
H 1.636 3.681 -1.774
H -1.271 -0.706 1.364
H -2.851 -2.102 0.138
*
```

Run x
Formula: C16H18N2O3S
Source: the Open Molecules 2025 dataset
Level of theory: ωB97M-V/def2-TZVPD

Computed properties:
SMILES: CCOc1ccc(/C=N/OCC(=O)NCc2cccs2)cc1
lowest unoccupied orbital energy: 0.61 eV
gap between HOMO and LUMO: 8.88 eV

Structure (ORCA input):
```
! wB97M-V def2-TZVPD RIJCOSX def2/J DEFGRID3
* xyz 0 1
C -5.957 -0.563 -1.178
C -4.494 -0.187 -1.345
O -4.011 0.229 -0.081
C -2.725 0.635 0.037
C -1.794 0.665 -1.001
C -0.503 1.087 -0.758
C -0.105 1.495 0.515
C 1.256 1.905 0.779
N 2.140 1.807 -0.126
O 3.434 2.186 0.235
C 4.336 1.783 -0.777
C 4.344 0.259 -0.965
O 4.610 -0.268 -2.021
N 4.048 -0.410 0.168
C 3.656 -1.805 0.185
C 2.201 -1.921 0.506
C 1.614 -1.827 1.732
C 0.205 -1.898 1.679
C -0.258 -2.037 0.412
S 1.013 -2.072 -0.743
C -1.045 1.471 1.548
C -2.332 1.045 1.315
H -6.522 0.294 -0.822
H -6.054 -1.367 -0.453
H -6.366 -0.889 -2.130
H -3.918 -1.052 -1.702
H -4.392 0.629 -2.074
H -2.065 0.356 -1.998
H 0.224 1.103 -1.555
H 1.488 2.273 1.780
H 5.319 2.130 -0.451
H 4.085 2.244 -1.738
H 3.796 0.134 0.981
H 3.876 -2.205 -0.808
H 4.252 -2.338 0.934
H 2.171 -1.726 2.647
H -0.431 -1.849 2.544
H -1.274 -2.118 0.082
H -0.757 1.784 2.541
H -3.064 1.018 2.107
*
```

Ranked by calculated energy, most stable first: run w, run x.

Run w
Formula: C5H5F
Source: the Open Molecules 2025 dataset
Level of theory: ωB97M-V/def2-TZVPD

Computed properties:
lowest unoccupied orbital energy (spin up / spin down): 0.06 / 0.06 eV
gap between HOMO and LUMO (spin up / spin down): 7.95 / 7.95 eV

Structure (ORCA input):
```
! wB97M-V def2-TZVPD RIJCOSX def2/J DEFGRID3
* xyz 0 1
C -0.692 0.550 0.455
C -1.556 -0.056 1.199
C 1.538 -0.472 -0.546
C 0.243 0.908 -0.349
C 1.791 0.864 -0.351
F 2.317 1.663 -1.306
H -2.059 0.455 1.998
H -2.004 -0.963 1.015
H 1.396 -1.076 0.334
H 1.966 -1.000 -1.460
H -0.141 1.472 -1.234
*
```

Run x
Formula: C5H5F
Source: the Open Molecules 2025 dataset
Level of theory: ωB97M-V/def2-TZVPD

Computed properties:
SMILES: C#CCC(=C)F
lowest unoccupied orbital energy: 1.01 eV
gap between HOMO and LUMO: 10.76 eV

Structure (ORCA input):
```
! wB97M-V def2-TZVPD RIJCOSX def2/J DEFGRID3
* xyz 0 1
C 2.553 0.476 -0.442
C 1.551 -0.008 0.081
C 0.326 -0.509 0.705
C -0.833 0.275 0.110
C -1.909 -0.194 -0.528
F -0.733 1.580 0.342
H 3.456 0.933 -0.848
H 0.187 -0.259 1.710
H 0.142 -1.547 0.571
H -1.986 -1.175 -0.804
H -2.755 0.428 -0.896
*
```

Run y
Formula: C5H5F
Source: the Open Molecules 2025 dataset
Level of theory: ωB97M-V/def2-TZVPD

Computed properties:
SMILES: FC1C=CC=C1
lowest unoccupied orbital energy: 0.50 eV
gap between HOMO and LUMO: 9.44 eV

Structure (ORCA input):
```
! wB97M-V def2-TZVPD RIJCOSX def2/J DEFGRID3
* xyz 0 1
F -0.175 0.889 -2.134
C -0.318 0.026 -1.090
C 0.904 -0.558 -0.467
C 1.000 -0.276 0.829
C -0.288 0.332 1.257
C -0.965 0.620 0.135
H -0.940 -0.820 -1.430
H 1.546 -1.196 -1.097
H 1.773 -0.540 1.554
H -0.538 0.575 2.291
H -1.999 0.947 0.151
*
```

Ranked by calculated energy, most stable first: run y, run x, run w.

Run w
Formula: C8H10OS
Source: the Open Molecules 2025 dataset
Level of theory: ωB97M-V/def2-TZVPD

Computed properties:
lowest unoccupied orbital energy: 0.79 eV
gap between HOMO and LUMO: 9.19 eV

Structure (ORCA input):
```
! wB97M-V def2-TZVPD RIJCOSX def2/J DEFGRID3
* xyz 0 1
C 3.048 -0.472 0.020
C 3.315 0.832 0.188
C 1.650 -0.805 0.143
C 0.864 0.288 0.336
C -1.233 0.269 0.800
C -2.071 0.559 -0.333
C 1.025 -2.111 -0.261
C -3.351 1.326 -0.236
O -1.914 -0.726 0.321
S 1.836 1.741 0.456
H 3.883 -1.013 -0.430
H 4.242 1.398 0.295
H -1.270 0.534 1.796
H -1.498 0.532 -1.264
H 1.020 -2.863 0.523
H -0.011 -1.973 -0.538
H 1.472 -2.389 -1.141
H -4.078 1.153 -0.977
H -3.086 2.307 -0.457
H -3.842 1.414 0.758
*
```

Run x
Formula: C8H10OS
Source: the Open Molecules 2025 dataset
Level of theory: ωB97M-V/def2-TZVPD

Computed properties:
lowest unoccupied orbital energy: 0.00 eV
gap between HOMO and LUMO: 7.94 eV

Structure (ORCA input):
```
! wB97M-V def2-TZVPD RIJCOSX def2/J DEFGRID3
* xyz 0 1
C 0.273 0.636 -1.703
C 0.818 -0.613 -1.645
C -0.873 0.929 -0.979
C 0.305 -1.672 -0.715
C -1.514 0.030 -0.288
C -0.895 -1.295 0.077
C 1.087 2.472 1.087
C -1.339 -1.932 1.165
O 1.070 0.496 2.703
S 0.933 0.841 1.323
H 0.663 1.547 -2.159
H 1.827 -0.774 -2.026
H -1.088 1.975 -0.925
H 0.272 -2.643 -1.264
H -2.404 0.196 0.313
H 1.289 3.143 1.848
H 1.190 2.863 0.060
H -0.729 -2.700 1.518
H -2.187 -1.595 1.690
H 1.301 -1.904 -0.078
*
```

Ranked by calculated energy, most stable first: run x, run w.

Run w
Formula: C2H4NO2S
Source: the Open Molecules 2025 dataset
Level of theory: ωB97M-V/def2-TZVPD

Computed properties:
lowest unoccupied orbital energy: 4.08 eV
gap between HOMO and LUMO: 7.47 eV

Structure (ORCA input):
```
! wB97M-V def2-TZVPD RIJCOSX def2/J DEFGRID3
* xyz -1 1
C 1.801 1.748 -0.153
C -0.386 0.973 0.851
N 0.823 1.566 0.422
O -0.850 -2.548 -1.838
O -0.212 -1.780 0.387
S 0.259 -2.084 -0.990
H 0.402 -0.422 -1.704
H -0.144 0.825 1.897
H -0.473 0.026 0.388
H -1.220 1.695 0.739
*
```

Run x
Formula: C2H4NO2S
Source: the Open Molecules 2025 dataset
Level of theory: ωB97M-V/def2-TZVPD

Computed properties:
lowest unoccupied orbital energy: 3.59 eV
gap between HOMO and LUMO: 5.80 eV

Structure (ORCA input):
```
! wB97M-V def2-TZVPD RIJCOSX def2/J DEFGRID3
* xyz -1 1
C -2.097 0.507 -0.084
C 1.236 0.538 0.163
N 0.459 -0.557 0.918
O -2.381 1.142 0.854
O -2.051 -0.220 -0.966
S 0.683 -2.054 0.334
H 0.948 0.685 -0.880
H 1.008 1.566 0.466
H 2.351 0.525 0.259
H -0.155 -2.131 -1.063
*
```

Ranked by calculated energy, most stable first: run x, run w.

Run w
Formula: C5H7FO
Source: the Open Molecules 2025 dataset
Level of theory: ωB97M-V/def2-TZVPD

Computed properties:
SMILES: C=C(F)C(=C)OC
lowest unoccupied orbital energy: 0.94 eV
gap between HOMO and LUMO: 9.86 eV

Structure (ORCA input):
```
! wB97M-V def2-TZVPD RIJCOSX def2/J DEFGRID3
* xyz 0 1
C -2.288 0.267 0.961
C -1.798 -0.310 -0.065
F -2.463 -0.967 -1.034
C -0.021 -0.360 -0.278
C 0.740 -1.107 -1.137
O 0.463 0.515 0.571
C 1.823 0.852 0.414
H -3.414 0.402 1.048
H -1.579 0.704 1.695
H 1.723 -1.328 -1.258
H 0.160 -1.625 -1.953
H 1.999 0.851 -0.656
H 2.601 0.266 0.836
H 2.054 1.839 0.855
*
```

Run x
Formula: C5H7FO
Source: the Open Molecules 2025 dataset
Level of theory: ωB97M-V/def2-TZVPD

Computed properties:
SMILES: O[C@@H]1C[C@@H]1/C=C/F
lowest unoccupied orbital energy: 0.96 eV
gap between HOMO and LUMO: 9.65 eV

Structure (ORCA input):
```
! wB97M-V def2-TZVPD RIJCOSX def2/J DEFGRID3
* xyz 0 1
O 0.454 1.807 0.252
C 1.116 0.668 0.214
C 1.232 -0.437 -0.762
C 0.458 -0.687 0.503
C -0.977 -0.715 0.546
C -1.721 -0.024 -0.272
F -3.001 0.060 -0.140
H -0.388 1.797 -0.280
H 1.934 0.890 0.860
H 2.336 -0.656 -0.715
H 0.633 -0.566 -1.682
H 0.704 -1.439 1.282
H -1.410 -1.203 1.386
H -1.369 0.503 -1.192
*
```

Ranked by calculated energy, most stable first: run x, run w.